No. 1
The following is a DFT calculation (wB97M-V/def2-TZVPD) of a molecular structure, C52H76AsCaO4Si2.

Results
* lowest unoccupied orbital energy: 2.248 eV
* frontier orbital gap: 6.320 eV
* E: -158390.072 eV

```
! RIJCOSX wB97M-V def2-TZVPD def2/J DEFGRID3
* xyz -1 1
C -2.38614 -0.86223 -1.54220
H 5.02765 4.07327 -1.91649
C 1.40541 2.47856 1.01981
H 4.23111 -1.46517 -0.27912
C -0.70378 1.42749 -0.03531
H 3.53357 -1.86435 3.32122
H -4.18876 -0.93723 -0.43024
C -1.79495 6.31311 -0.39639
H 4.30780 2.45646 -1.86236
C -4.31793 -5.10054 0.22171
C -1.29859 -1.58141 -2.11145
H 0.47938 -3.21443 -3.09150
H -4.49550 6.26307 -0.31520
C 2.75177 -2.92779 0.31194
H 1.47561 -1.83597 6.48057
H 3.61933 -0.57575 6.88739
C -2.00320 3.88004 0.13013
C -3.37322 -1.52891 -0.83994
O 2.88667 0.51277 -0.42337
C -1.33304 3.94288 -3.76435
H 2.93047 -3.01169 -3.65603
H 1.44711 -6.32307 4.24326
C 0.87804 -5.66120 2.27215
C 0.84784 -7.10061 1.74107
H -5.85726 -3.67584 -1.53213
H -0.52601 -4.23163 3.11252
H 2.82602 -5.89681 3.22473
H 4.54014 4.51842 -4.83676
H 1.03970 5.88464 -2.90387
C -2.27614 -3.60299 -1.16812
H 1.55275 3.34103 1.67547
H -6.02959 -2.21402 -0.56186
C 3.82851 -1.90811 0.63018
C 1.32816 -4.71019 1.16494
H 2.10263 -2.46576 4.95229
H -6.65018 -3.75086 0.05276
H 0.21462 -1.63721 0.70192
C 2.43621 -0.05232 3.67114
C -0.35537 -0.73541 0.92093
H 1.33744 1.79310 3.59785
C -1.00735 1.79467 -5.89067
H 0.56835 -1.59598 4.97469
O -0.04927 0.20481 -0.11810
Ca 1.32555 0.22218 -1.98101
H 0.64514 5.44876 -5.75015
H -3.49166 2.95742 -1.10506
C 1.80355 -5.61865 3.48855
C -4.49577 -3.03977 1.58605
H -2.17840 4.39396 -4.29668
C 2.38715 -3.82886 1.31067
H -1.72856 3.18163 -3.08976
H 2.95020 -3.80326 2.23336
H 4.63780 -2.41592 1.16134
H -1.32934 1.02957 -5.17908
H 1.84181 -7.41054 1.41234
H -1.89120 2.17494 -6.41102
C 0.61953 -4.66847 -0.03019
C -2.55233 2.82804 -0.58484
H -3.54586 -3.25353 2.08093
H -3.50525 0.90820 -1.91115
C 2.01779 1.26401 1.66083
C -0.05863 2.48860 0.61121
C 2.73985 0.34828 0.85713
H 0.50536 0.88200 5.49366
H 4.24078 0.55133 5.66656
C 3.69890 -0.38498 5.81310
C -5.83666 -3.28632 -0.51261
H 0.51503 -7.78609 2.52463
C 0.93453 -3.79322 -1.06047
H 3.12157 5.52059 -5.14166
C 1.66075 5.32559 -2.20016
H -4.31663 -5.55029 -0.77323
H -4.64399 -1.95885 1.60095
H -1.61175 6.07418 -1.44522
C 3.77829 5.13763 -4.35775
H -5.14586 -5.53410 0.78769
C -2.46198 0.62619 -1.74778
C 1.56949 -1.63085 5.40988
H 3.94510 -1.64195 -3.13406
O -0.35544 -0.98586 -2.77759
H -0.82682 6.38910 0.10003
C 2.30603 -0.30438 5.17217
H 2.01056 1.77274 5.76333
O 2.37886 -2.05950 -1.89931
C 0.00351 -3.72349 -2.25541
C 3.25235 -0.80935 1.50021
C 2.03188 -2.94375 -0.88346
H -2.28071 7.29103 -0.34252
C -2.89265 5.57683 1.73507
C -3.35983 -2.91090 -0.64000
H -0.36128 1.31008 -6.62518
H -0.24681 -4.74272 -2.56114
H -3.36027 6.55955 1.83895
H 4.29237 -1.18615 5.37007
C 3.38461 -2.51339 -2.79594
H 1.97334 2.68943 0.10667
H -3.53827 4.83609 2.21104
C 0.27310 4.55061 -6.24940
C -0.74644 3.69190 0.69856
H -2.20577 -4.67605 -1.03099
H 0.16694 -7.20185 0.89541
As 1.79562 2.26780 -4.03885
C 4.08980 3.52327 -1.79728
C 1.89229 1.05459 3.02865
H 1.46081 0.58344 6.94838
H -0.63463 4.82447 -6.79582
H 4.06303 -3.20412 -2.29263
H -3.95200 5.08811 -1.51440
Si 2.82172 4.10381 -3.08217
H -1.94628 5.59412 2.27685
C 3.11156 -0.97190 2.86606
C -2.68442 5.24249 0.25200
Si -0.09590 3.18072 -4.98975
H -1.93087 0.84785 -2.68140
C -4.04617 5.27589 -0.44322
C 1.52357 0.80272 5.87978
C -1.90952 1.59583 -0.71455
H 0.99554 4.79985 -1.51024
H -3.38971 -5.37855 0.72534
C -4.48341 -3.58128 0.14895
H 2.24482 6.05401 -1.62704
H -1.42080 -0.96859 0.90924
H 4.27667 5.98858 -3.88257
H -0.88586 -5.92005 3.51717
H -0.04558 -0.33582 1.88728
H 1.02693 4.23056 -6.97103
H 3.72922 3.70984 -0.78246
H -0.87054 4.71641 -3.14874
H -0.25604 4.52018 1.19816
H -4.73152 4.53806 -0.02110
C -0.53095 -5.25336 2.72685
H -0.23603 -5.31891 -0.16667
H -1.24269 -5.29304 1.90058
H 1.82134 -4.62691 3.94347
C -1.25336 -2.97306 -1.86626
H -5.30023 -3.50130 2.16662
*
```

---

No. 2
The following is a DFT calculation (wB97M-V/def2-TZVPD) of a molecular structure, C52H78GeN4O5P3S3Ti.

Results
* expectation value of S²: 2.0228
* lowest unoccupied orbital energy (spin up / spin down): 2.035 / 2.035 eV
* frontier orbital gap (spin up / spin down): 4.423 / 7.280 eV
* E: -211400.471 eV

```
! RIJCOSX wB97M-V def2-TZVPD def2/J DEFGRID3
* xyz -1 3
H -0.93332 0.17375 -3.84777
H 4.26517 3.02718 1.90865
C 1.69476 4.04553 4.05977
C -2.41899 -1.11595 3.17499
H 5.55399 3.08245 0.69229
C -1.81838 -5.92269 -3.62435
H 3.90923 2.59149 0.23751
C 2.81967 3.39390 4.83044
H -0.61346 4.93554 -1.67699
H 2.86801 -3.41896 1.84947
N 2.38037 -0.27834 3.73986
C -0.55457 -3.38030 -2.13609
H 5.94231 5.55908 1.42390
H -2.33971 1.14940 5.37606
O 2.28126 4.61822 2.85041
H 3.98865 0.60049 0.69876
H 0.57254 -2.83724 -3.96657
H -3.85945 0.63937 4.60885
C 1.07128 0.65228 5.56677
H -3.44572 -8.89444 -3.34371
P 1.47661 -0.74316 1.25476
N -1.16990 1.11692 -3.60218
C 2.29871 0.18347 5.02904
H -2.12454 -0.10375 -1.28742
H -1.03721 -4.48396 -6.14211
C -6.15271 -3.66382 -2.40098
C -3.72935 -3.68200 -2.35084
C 0.98403 5.13246 4.83892
H 0.18751 -5.72168 -4.39484
H 2.16821 1.53575 8.67413
H 3.08748 -1.16367 -1.08857
H 3.61434 0.64756 -3.02445
H -5.01075 -2.38536 0.51986
H -1.38494 3.92787 -2.89187
H -7.07727 -3.87389 -2.92517
H -1.18252 3.27466 2.44110
H -1.04092 -3.10410 -8.17088
C -2.82247 -6.84221 -3.32603
H 4.19171 0.06926 2.37493
C -1.65065 3.00884 3.39148
C 4.18199 4.70779 0.53327
H 4.44302 -2.12696 -0.49964
C -3.65141 2.00801 2.31049
H -1.30018 1.46440 0.22067
H 3.27011 2.59248 4.24145
C -0.76707 3.90539 -1.99644
C 0.03763 0.23958 3.53500
H 4.54941 -2.89017 1.88430
C 3.40485 0.67880 7.13552
H -3.46975 -1.05858 2.87771
H 0.53044 4.69734 5.73390
H -1.07016 3.59242 0.08901
H 1.69231 5.90668 5.14674
H -0.52936 -2.03329 0.85863
H -4.32890 2.75629 2.73510
C -1.49984 -3.50274 -6.11405
O 0.18361 -0.74995 -1.56641
H -0.21155 -4.22963 -1.54117
C -6.18343 -3.10396 -1.12992
H 0.88624 -2.89171 0.28092
H -7.13195 -2.87768 -0.65858
H 0.98562 3.27353 3.75604
H -0.94946 -2.65415 -1.42634
H 2.43776 2.94920 5.75230
C -2.69006 -0.99812 -6.09868
C 0.60426 -2.70920 -2.88253
H 4.52744 5.52386 2.49509
C 3.51659 -2.56250 2.05252
C -2.09388 -1.47122 -7.25856
C 1.05513 1.13569 6.88544
H -2.09085 -0.86361 -8.15532
H 5.22048 -0.61186 1.09083
C 4.85813 5.69140 1.47036
H -2.28634 3.84839 3.69618
H 1.56240 -3.13155 -2.56547
O 1.42833 -0.52659 -3.39839
C 1.24855 -0.22398 3.01184
H 4.69113 0.95403 -1.63509
C 0.74980 -1.20659 -2.62870
C 4.21344 -0.25451 1.33781
H 0.52748 -2.86548 2.02491
H -4.23962 1.10756 2.10264
H -2.75722 2.31331 -3.04453
H -2.36023 -1.16799 4.26222
H -1.99829 -2.02967 2.76081
H -3.27986 2.39750 1.36110
S 0.09595 5.78124 1.18113
O 2.76749 5.01092 0.46209
H 1.43030 1.93457 -4.28426
H -2.52665 3.41105 -0.86976
H -3.75046 -6.50334 -2.87839
H -1.44389 2.88717 -4.64941
H -3.29620 1.18207 -0.97792
C -1.45464 3.17622 -0.83432
N -0.07729 0.64818 4.82641
H 4.36709 -0.16707 5.39730
C -2.08424 -3.03758 -4.93714
C -3.11134 1.43459 4.66435
H -3.15143 -0.01754 -6.08023
H 0.47675 -8.10674 -4.86717
H -1.33776 -9.70962 -4.35247
C 3.21907 -1.39609 1.10433
H -0.58949 1.66471 -5.55044
S 0.84732 3.21654 -2.43961
H -0.86160 2.88484 4.13236
C 2.20432 1.15344 7.66047
C -0.62897 -6.40414 -4.17546
H -3.17048 -1.40933 -4.05601
Ge -2.02544 -4.01604 -3.24594
P -1.48531 0.34574 2.53740
C -3.78042 -3.11864 -1.07620
C 3.44472 0.19894 5.83485
H 0.10710 1.49304 7.27347
C -2.68671 -1.78223 -4.95273
H 4.30624 0.69034 7.73741
C -0.45447 -7.75522 -4.44016
O 2.69052 1.15268 -1.27307
H 4.51561 4.90049 -0.48929
H -4.92891 -4.36129 -4.00736
H -2.86613 -2.89008 -0.53783
H 0.20254 5.59357 4.23591
Ti 0.97617 0.99432 -0.80692
C -4.93521 -3.94444 -3.00425
C -2.32650 0.95740 -1.43940
H 2.82915 -2.82359 -0.51580
C -4.99676 -2.82910 -0.46814
C -1.47084 -8.65440 -4.14783
C 4.48921 3.26162 0.86748
C -0.70139 2.09185 -4.54543
H 3.40765 -2.26469 3.09259
H 0.88498 3.52746 -4.83074
C -2.50356 1.74241 3.29248
P 1.57704 4.53675 1.40894
H 4.61815 6.71720 1.18800
H 3.58731 4.13130 5.08424
C 0.49904 -2.28878 1.10047
S 1.18982 2.55567 1.22207
H -3.23676 0.66478 -3.33884
C -2.42523 1.27988 -2.92323
C 3.77442 1.27062 -2.14230
N -1.26345 1.72059 -0.77104
C -1.50353 -2.72785 -7.26663
C 0.65350 2.69277 -4.16417
C 3.38394 -1.89968 -0.33953
C -2.65309 -8.19692 -3.58617
H 3.89675 2.31357 -2.45347
H -3.61972 2.33391 5.03116
*
```

---

No. 3
The following is a DFT calculation (wB97M-V/def2-TZVPD) of 13 unconnected molecules or ions with the total composition C52H78O39.

Results
* lowest unoccupied orbital energy: -0.155 eV
* frontier orbital gap: 10.381 eV
* E: -135042.793 eV

```
! RIJCOSX wB97M-V def2-TZVPD def2/J DEFGRID3
* xyz 0 1
C 7.42110 -1.13485 -0.34114
C -5.44811 -0.84534 -5.66067
H 1.54085 6.75268 0.88138
O -4.67077 2.69397 -0.21530
H -0.84347 0.08126 4.23762
H 3.47251 1.69489 4.61142
O 1.93799 -5.62336 2.40766
H 8.01206 -3.86259 0.71711
H -3.04840 -3.38223 -4.82852
O -2.85982 2.09889 -2.74041
H -5.92136 -4.34304 0.70509
H 2.55670 -5.10116 -0.42385
O -1.07368 3.30596 -2.27029
H -3.62569 5.31596 1.08993
H -3.08297 -0.00658 -3.76905
C 3.56778 1.77585 -3.06030
C 6.41844 0.71719 -4.75003
H 1.16791 -3.60605 -2.89685
H -2.75056 5.14204 -0.35405
O 7.34904 0.90779 -5.46873
H -5.21635 -2.32714 1.96567
C -3.57503 2.36216 0.49826
H -3.81151 -1.58480 3.24779
H -0.78052 4.79284 -4.86470
H 3.83556 2.66146 0.61545
C -3.94880 -1.43909 6.16873
C -0.60042 0.30717 -1.04194
H -5.74622 5.74369 -0.30340
H -6.45654 -1.92127 -0.87277
O -4.08723 -2.00548 7.20420
C -3.50510 -0.68738 -4.50898
C 0.73110 -5.33255 1.88272
H 3.81691 -5.41249 1.36448
C -8.53897 -3.29274 0.67990
O 5.70710 1.69871 -4.15480
H -4.63304 -1.58718 -2.85035
O 1.60775 -1.53420 -3.23771
H 1.39395 0.92106 1.14142
C -4.12376 -0.87072 4.00778
H 0.28396 0.54490 -1.63550
C -4.34022 -1.82731 -3.87251
O -7.88410 -4.30995 0.08315
C 4.61814 2.09058 2.65767
H -1.73301 -0.61293 2.81747
O 4.16868 -0.33908 0.36066
O 5.22928 3.23835 3.26761
H -0.75607 -3.09371 -4.16852
O -1.41168 -0.71813 -1.61179
O 0.49652 3.09257 0.87561
O -5.46051 -1.81762 -4.73325
C 1.11729 -0.08302 0.81738
H 0.70694 -5.84115 4.53110
O -9.69020 -3.32623 0.98866
C 4.59535 4.35257 2.98260
C 2.51749 -3.05026 0.11723
H -2.57994 -1.07649 -4.94346
H -1.01991 0.37931 1.09116
C 0.26076 6.22193 2.33162
H -1.51594 7.20493 0.59435
H -4.83387 -0.13850 3.61856
O -4.68597 -1.68053 5.04493
C -0.33668 -0.11942 0.40805
C 4.94743 1.11380 -3.09705
C -6.53280 -3.93572 -0.10840
C 4.84512 -0.35758 -3.49955
O 6.00935 -0.47906 -4.33569
C -1.28977 4.94530 -3.91203
O -2.03977 -2.77145 -0.94031
H 3.59328 -2.84758 0.10972
C 3.64679 2.76428 1.68647
H -0.71761 6.49607 2.73786
C -0.44402 4.50251 -2.73723
H -0.08425 -3.27222 7.09908
C -0.50227 7.46374 0.27684
H -6.13748 -4.31463 -1.04712
C -6.01932 4.68386 -0.23638
H 2.04263 -2.61402 -0.76127
C 0.47767 6.48032 0.86632
H 7.62703 -1.86153 -1.13132
C 7.12080 -1.86354 0.98866
H 2.22275 -3.22223 -4.18965
H 1.71393 -0.30062 -0.06666
H -0.38863 8.46572 0.69531
O -2.79880 -0.76118 5.86824
H 3.19603 0.62347 3.40680
H 1.25691 3.50573 -3.54494
H 4.74741 0.57115 4.24279
O -7.78548 -2.17989 0.70583
C 1.05735 4.19031 -2.72189
H -6.29770 4.48971 0.79416
H -0.38972 -5.75985 6.00096
C -4.63329 4.08449 -0.55751
H -4.41844 -2.18757 0.50073
H 0.99099 6.69622 2.98538
O 0.84518 -4.58890 0.76556
O 0.42323 5.22689 0.22645
O -0.66138 -1.54831 0.31506
O -0.28308 -5.79247 2.29659
H -0.37474 -3.86094 -6.43189
C -6.50753 -2.43482 0.08797
O 5.87448 -1.35858 1.41826
H 5.48640 1.33590 -2.17843
H 7.90267 -1.59584 1.70268
C -0.35481 -2.88881 6.11459
C 0.46547 -3.35327 -5.95933
O 0.98219 0.53622 -3.80624
O -4.35126 -0.08916 -5.46997
H 2.62923 2.37868 1.76731
H -0.46368 7.50987 -0.80975
H 3.34400 -4.02485 2.23313
O 0.08534 -1.26147 -4.77900
H -0.61752 -4.01421 4.20383
C -2.20842 3.06402 -2.98503
H -1.79737 5.89753 -3.77630
C -2.99765 -0.08767 4.62622
H 2.23785 -2.40727 0.95039
C 0.08145 -3.90649 5.03941
O 0.36716 4.78740 2.43015
H -1.84160 1.07700 3.39664
O 6.27694 -0.31071 -0.46294
C 7.06061 -3.41678 1.00899
C 0.13487 -2.67414 -4.63312
H 6.90997 -3.67354 2.05544
H 1.69801 5.05970 -2.59328
O -3.28820 1.23691 0.74876
H -3.32519 0.90958 4.93635
O 3.63397 4.14681 2.05392
H 8.29270 -0.48148 -0.30544
C 2.20520 -4.48158 0.40659
O 1.64351 -1.08171 4.02374
C 1.33965 -2.84779 -3.66047
C 5.32167 -0.63324 0.43588
C 0.49053 4.23346 1.18875
H 4.98077 -0.97052 -2.60745
H -4.30436 -3.91656 -3.77830
C -1.78913 0.02359 3.69332
H 0.91884 -2.59395 -6.59633
C -3.45358 4.59938 0.28356
H 6.29131 -3.77987 0.32867
H -5.45621 -0.83086 0.98771
H 5.42959 1.50815 2.22526
C 2.92334 -4.88461 1.70942
H -2.86329 -3.13312 -3.08051
O -6.27414 -0.63914 -6.48851
H -1.02263 1.31557 -1.00437
C 0.44461 -5.32800 5.45363
H 1.33745 -0.79031 1.61221
H 3.98688 -0.75481 -4.03525
O -2.81901 3.43091 0.82546
H 1.17314 3.63923 -1.78770
H -4.40595 4.24253 -1.61173
H 1.20445 -4.15274 -5.86948
C -3.57181 -3.11079 -3.91161
O 4.81855 5.43220 3.45047
H -0.58131 5.26560 -1.96474
C 4.02216 1.23965 3.78234
H 3.69861 2.81315 -2.73482
O 0.37963 -1.71011 5.75176
C -1.47152 -1.73687 -0.73743
H 1.34033 -5.31505 6.07872
C 1.03602 -0.63336 -4.05596
C -5.37111 -1.91683 0.97032
C 1.18454 -1.95214 4.72010
O -2.43438 4.04877 -3.86512
O 1.17720 -3.24107 4.39177
H -1.43675 -2.79664 6.11798
H 3.03775 1.89112 -4.00101
H 2.94482 1.27731 -2.31940
H -6.68549 4.36208 -1.02818
*
```